[1]
Molecular formula: C5H8O2
Method: DFT, ωB97M-V/def2-TZVPD

Results
**F_max**: 0.495 eV/A
**Electronic energy**: -345.719514 Eh
**E_HOMO**: -0.3392 hartree
**2S+1**: 1
**Energy above the lowest of the compared OMol25 structures with the same formula, charge and spin**: 53.6 kcal per mole
**HOMO-LUMO gap**: 10.006 eV

Cartesian coordinates (Å):
O 2.43248 0.42683 -0.12934
C 1.15373 0.38423 0.45483
C 0.05532 1.26379 -0.18002
C -0.92911 0.12891 0.09281
O -2.09662 0.37119 0.79370
C -0.65821 -1.00474 -0.81448
C 0.23267 -0.82633 0.40855
H 2.71503 -0.47219 -0.32561
H 1.21449 0.65252 1.51918
H -0.16094 2.19763 0.33605
H 0.23189 1.47099 -1.23996
H -2.77950 -0.23580 0.48538
H -1.32206 -1.86130 -0.67915
H -0.34840 -0.85477 -1.84870
H 0.25923 -1.64097 1.12677



[2]
Molecular formula: CHO4
Method: DFT, ωB97M-V/def2-TZVPD

Results
**F_max**: 2.268 eV/A
**Net charge**: +1
**Electronic energy**: -339.139292 Eh
**E_HOMO (alpha / beta)**: -0.6939 / -0.6939 hartree
**2S+1**: 1
**Energy above the lowest of the compared OMol25 structures with the same formula, charge and spin**: 17.9 kcal per mole
**HOMO-LUMO gap (alpha / beta)**: 9.795 / 9.794 eV

Cartesian coordinates (Å):
C -1.04371 -1.08803 -0.56316
O 0.04209 -0.62463 -0.56132
O -2.08078 -1.50772 -0.53869
O 0.19132 0.52142 0.68863
O 0.96570 1.44425 0.37528
H 1.92537 1.25471 0.59926



[3]
Molecular formula: C2H3IO2S
Method: DFT, ωB97M-V/def2-TZVPD

Results
**F_max**: 7.243 eV/A
**Electronic energy**: -924.253324 Eh
**E_HOMO**: -0.3582 hartree
**2S+1**: 1
**Energy above the lowest of the compared OMol25 structures with the same formula, charge and spin**: 34.5 kcal per mole
**HOMO-LUMO gap**: 8.617 eV

Cartesian coordinates (Å):
C -0.19900 1.39495 0.03501
C -1.08112 0.54336 -0.01177
O 2.55859 -1.41740 1.65878
O 2.43524 -2.31524 -0.72229
S 3.29951 -1.73009 0.28684
I 3.96108 0.68374 -0.38959
H 0.51536 2.06943 0.19469
H 1.69604 -1.02462 1.73088
H -1.73126 -0.12144 -0.32155



[4]
Molecular formula: C5H7N3O
Method: DFT, ωB97M-V/def2-TZVPD

Results
**F_max**: 5.192 eV/A
**Electronic energy**: -434.036801 Eh
**E_HOMO**: -0.3185 hartree
**2S+1**: 1
**Energy above the lowest of the compared OMol25 structures with the same formula, charge and spin**: 130.2 kcal per mole
**HOMO-LUMO gap**: 9.262 eV

Cartesian coordinates (Å):
C 3.11256 -0.59532 -0.18386
C 2.24139 0.41005 0.12953
C 0.73198 0.12834 -0.26660
C -1.86671 -0.33188 -0.10292
C -1.43045 1.18548 -0.26792
H 4.10675 -0.35775 0.53996
H 2.84271 -1.58471 -0.64307
H 2.39851 1.45604 1.18151
H -1.28465 -2.21580 0.30216
H -3.64918 0.17630 0.39934
H -1.86357 1.61916 -1.21784
H -1.70190 1.92362 0.52892
N 0.40434 -1.13185 -0.07169
N -0.98971 -1.33543 -0.32423
N -3.04572 -0.59836 0.21883
O -0.00634 1.25211 -0.22209



[5]
Molecular formula: C6H12O
Method: DFT, ωB97M-V/def2-TZVPD

Results
**F_max**: 3.413 eV/A
**Electronic energy**: -311.010061 Eh
**E_HOMO**: -0.3617 hartree
**2S+1**: 1
**Energy above the lowest of the compared OMol25 structures with the same formula, charge and spin**: 30.9 kcal per mole
**HOMO-LUMO gap**: 10.879 eV

Cartesian coordinates (Å):
O 1.57641 -1.35278 -1.60856
C 0.61775 -0.77933 -2.06014
C -0.50985 -0.21558 -1.26821
C -0.04370 -0.04851 0.22474
C 0.90662 1.23246 0.30776
C -1.30730 0.16215 1.11534
C -0.99823 0.57984 2.59684
H 0.55538 -0.64611 -3.16344
H -1.29578 -0.97560 -1.24205
H -0.78379 0.80346 -1.55149
H 0.40961 -0.95852 0.61948
H 1.91537 0.84429 0.23436
H 0.79006 1.65725 -0.69318
H 0.66472 1.81656 1.16909
H -2.00377 -0.68028 1.08594
H -1.78108 1.04837 0.66329
H -0.58351 1.56676 2.47620
H -1.90300 0.44460 3.18027
H -0.12796 0.03806 3.01087



[6]
Molecular formula: C27H25Cl6N3O4S2Tl
Method: DFT, ωB97M-V/def2-TZVPD

Results
**F_max**: 0.574 eV/A
**Net charge**: -1
**Electronic energy**: -5239.235116 Eh
**E_HOMO**: -0.1837 hartree
**2S+1**: 1
**Energy above the lowest of the compared OMol25 structures with the same formula, charge and spin**: 6.0 kcal per mole
**HOMO-LUMO gap**: 7.238 eV

Cartesian coordinates (Å):
Tl 0.26885 0.22128 -0.19236
C 1.83640 -2.70810 0.49448
C 2.18963 -1.76781 -0.41781
C 1.02991 -1.55744 -1.33248
C 0.04529 -2.58160 -0.94208
C 0.50514 -3.20311 0.17031
C -0.24214 -4.21456 0.98498
C -1.25189 -2.83865 -1.64922
C 1.29078 -1.19203 -2.77750
C 3.51849 -1.10871 -0.63388
C 2.59546 -3.13155 1.71384
H -0.04507 -4.07622 2.05190
H 0.04514 -5.24017 0.73042
H -1.31870 -4.11848 0.82717
H -2.09683 -2.53790 -1.02919
H -1.36272 -3.89867 -1.89211
H -1.31601 -2.27845 -2.58419
H 0.36499 -1.12402 -3.34964
H 1.91570 -1.96478 -3.24023
H 1.81554 -0.24064 -2.87464
H 4.09903 -1.65370 -1.38627
H 4.10814 -1.07655 0.28344
H 3.41002 -0.08275 -0.99002
H 2.04500 -2.84300 2.61658
H 3.57780 -2.65949 1.75756
H 2.73650 -4.21592 1.75003
Cl -2.30440 0.58823 -2.05857
C -2.42939 1.55408 -0.60998
C -1.31344 1.69171 0.20346
C -1.43135 2.51569 1.31405
Cl -0.08017 2.79956 2.35931
C -2.62439 3.18389 1.59968
Cl -2.73214 4.26072 2.95245
C -3.73370 2.99809 0.78434
Cl -5.22396 3.79482 1.14762
C -3.63936 2.17553 -0.33289
Cl -5.01465 1.93991 -1.35283
Cl -3.91892 -0.38173 2.99036
C -2.27459 -1.08838 3.15559
C -1.42637 -0.92157 1.90107
O -1.93915 -1.07091 0.78136
O -0.21028 -0.63749 2.11343
H -2.40600 -2.14789 3.36535
H -1.79266 -0.59568 3.99198
N -1.19128 7.34008 1.54259
C -0.38766 6.46711 0.80793
C -0.97462 5.53440 -0.04939
C -0.18791 4.67757 -0.78865
C 1.19975 4.73903 -0.68996
C 1.79491 5.68245 0.13391
C 1.00162 6.54164 0.88183
S 2.14007 3.52686 -1.55227
O 3.52154 3.95211 -1.51573
O 1.49743 3.32480 -2.82312
N 1.91588 2.19636 -0.70196
C 2.55560 1.96981 0.46641
S 3.89327 2.81573 1.20392
C 3.80990 1.73729 2.55714
C 2.83937 0.82009 2.36302
N 2.14437 0.94977 1.19083
H -2.12865 7.01226 1.70951
H -0.76207 7.72781 2.36557
H -2.05626 5.47554 -0.11632
H -0.64056 3.93972 -1.43939
H 2.87409 5.73023 0.19207
H 1.46231 7.27032 1.54014
H 4.48464 1.83796 3.39178
H 2.56006 0.02504 3.03988



[7]
Molecular formula: C4H7BN2O
Method: DFT, ωB97M-V/def2-TZVPD

Results
**F_max**: 6.439 eV/A
**⟨S²⟩**: 2.03
**Electronic energy**: -366.075620 Eh
**E_HOMO (alpha / beta)**: -0.1897 / -0.3719 hartree
**2S+1**: 3
**Energy above the lowest of the compared OMol25 structures with the same formula, charge and spin**: 1.1 kcal per mole
**HOMO-LUMO gap (alpha / beta)**: 5.778 / 8.315 eV

Cartesian coordinates (Å):
B -0.19152 -0.17753 -1.07544
C 0.19679 2.42645 -0.37720
C 0.17925 1.09939 1.65174
C 0.02836 1.08184 -0.25320
C -0.13112 -1.63828 -0.42669
N 0.38255 3.16903 0.72190
N 0.35558 2.37824 1.79182
O -0.40834 0.01174 -2.39812
H 0.19991 2.95840 -1.31415
H 0.12181 0.34339 2.39675
H -0.78917 -2.34339 -0.93351
H -0.38851 -1.64130 0.62729
H 0.88078 -2.03547 -0.50820
H 0.47858 2.86189 2.67796
H -0.53587 -0.77609 -2.92559



[8]
Molecular formula: C34H50N3O7PW
Method: DFT, ωB97M-V/def2-TZVPD

Results
**F_max**: 0.614 eV/A
**⟨S²⟩**: 2.09
**Net charge**: +2
**Electronic energy**: -2424.547107 Eh
**E_HOMO (alpha / beta)**: -0.5029 / -0.4997 hartree
**2S+1**: 3
**Energy above the lowest of the compared OMol25 structures with the same formula, charge and spin**: 6.1 kcal per mole
**HOMO-LUMO gap (alpha / beta)**: 6.851 / 7.457 eV

Cartesian coordinates (Å):
W 0.95734 0.15677 -0.37086
C 1.17107 -0.93645 -3.32452
O 1.59778 -1.21030 -1.95853
C 3.02030 -1.49259 -1.90898
C 3.41663 -1.73965 -0.47688
O 2.99884 -0.59672 0.28935
C 3.87117 -0.14977 1.36215
C 3.49101 -0.60104 2.74310
O 2.22984 -0.07914 3.09771
C 2.02924 -0.13344 4.50791
H 1.67186 -0.03788 -3.68351
H 0.09500 -0.79133 -3.30913
H 1.42929 -1.79945 -3.93595
H 3.55155 -0.63420 -2.32093
H 3.21049 -2.38082 -2.51337
H 4.50173 -1.83686 -0.42896
H 2.95711 -2.64298 -0.07316
H 3.86759 0.93773 1.30794
H 4.87723 -0.49872 1.12684
H 4.27146 -0.20692 3.40718
H 3.50856 -1.69406 2.83567
H 2.68308 0.57752 5.01956
H 2.22997 -1.13475 4.90051
H 0.98870 0.11647 4.70404
C -0.33318 1.85477 3.03352
C 0.67729 2.40022 2.09885
N 1.16744 1.84414 0.99166
C 2.14159 2.71214 0.50862
C 2.23063 3.79100 1.32433
N 1.29720 3.57225 2.30240
C 3.02747 5.05893 1.37514
O 3.93607 5.24244 0.44444
O 2.78224 5.83246 2.25949
C 2.83540 2.38241 -0.74969
O 3.79114 3.01027 -1.15033
O 2.30754 1.34402 -1.34906
H -1.12099 2.58678 3.21189
H -0.77561 0.94864 2.63481
H 0.14115 1.62869 3.98948
H 1.13958 4.23725 3.05123
H 3.97956 4.49522 -0.19874
C -1.25024 -3.35508 2.92794
C -0.18955 -3.15723 1.84711
C 1.20058 -3.14840 2.47048
P -0.45858 -1.80463 0.58738
C -1.06049 -2.81077 -0.85054
C -2.36228 -3.54882 -0.52396
C 0.00302 -3.80274 -1.34469
C -1.81416 -0.62260 0.95287
C -2.75559 -0.68260 1.98133
C -3.71484 0.30967 2.16144
C -4.73677 0.20654 3.25719
C -3.72299 1.39474 1.28326
C -2.80586 1.48226 0.25472
C -1.84716 0.48824 0.09336
N -0.86500 0.61313 -0.93828
C -1.30065 1.05689 -2.23987
C -0.67173 2.17129 -2.81856
C 0.09558 3.20208 -2.03252
C -0.88152 2.43663 -4.16826
C -1.72055 1.66253 -4.95130
C -1.92422 1.94633 -6.41011
C -2.44042 0.65376 -4.31401
C -2.28752 0.35146 -2.96987
C -3.27207 -0.63572 -2.39544
H -1.02133 -4.28420 3.45202
H -2.25711 -3.45219 2.52610
H -1.22746 -2.55388 3.66770
H -0.24013 -4.02713 1.19160
H 1.29409 -2.35022 3.20229
H 1.98896 -3.03289 1.72713
H 1.36409 -4.10074 2.97680
H -1.24104 -2.08584 -1.64743
H -2.17251 -4.40300 0.12832
H -2.80257 -3.93890 -1.44275
H -3.10660 -2.91408 -0.04335
H -0.01353 -4.72820 -0.76964
H 1.01544 -3.40065 -1.31234
H -0.21218 -4.07609 -2.37852
H -2.76276 -1.51488 2.66478
H -4.50844 -0.60723 3.94314
H -5.72836 0.02527 2.83932
H -4.79345 1.13332 3.82863
H -4.46326 2.17617 1.40622
H -2.82343 2.31611 -0.43718
H 0.03588 3.03470 -0.95838
H -0.34471 4.17911 -2.23399
H 1.14135 3.25493 -2.33259
H -0.38746 3.29696 -4.60637
H -1.18899 2.65523 -6.78515
H -2.91648 2.36695 -6.58187
H -1.85513 1.03141 -6.99884
H -3.17339 0.09281 -4.88375
H -3.53802 -1.38041 -3.14500
H -4.18801 -0.10336 -2.12753
H -2.94178 -1.14904 -1.50428



- The lowest electronic energy belongs to which entry?
  C27H25Cl6N3O4S2Tl



- Which of these has the highest electronic energy?
  C6H12O



- Among the records above, which one has the lowest electronic energy?
  C27H25Cl6N3O4S2Tl